# C45H35BrCl3CoN2O4P2Te

C45H35BrCl3CoN2O4P2Te as an isolated structure (the ωB97M-V functional and the def2-TZVPD basis, the Open Molecules 2025 dataset).

Atoms and positions in Å:
Co 0.638 1.473 0.553
Cl 2.984 8.151 1.359
C 2.064 6.676 1.268
C 2.701 5.461 1.429
C 1.948 4.304 1.348
Cl 2.732 2.762 1.571
C 0.558 4.286 1.110
O -0.144 3.197 1.036
C -0.030 5.561 0.957
Cl -1.733 5.633 0.658
C 0.698 6.731 1.034
H 3.764 5.415 1.620
H 0.203 7.684 0.910
Te -2.687 1.218 2.298
C -4.040 -0.278 2.973
C -4.674 -0.166 4.204
C -5.540 -1.173 4.608
N -5.804 -2.260 3.888
C -5.197 -2.355 2.705
C -4.324 -1.401 2.208
C -1.362 -0.015 1.291
P -1.028 0.166 -0.448
C -1.097 -1.437 -1.315
C -0.294 -1.537 -2.585
C -0.188 -2.940 -3.217
C -1.103 -3.980 -2.647
C -1.850 -3.752 -1.572
C -1.797 -2.473 -0.858
C -2.371 1.103 -1.249
C -2.285 2.491 -1.306
C -3.314 3.231 -1.865
C -4.435 2.594 -2.379
C -4.526 1.210 -2.329
C -3.499 0.467 -1.767
P 0.270 -0.296 1.980
C 0.850 -1.857 1.217
C 1.725 -1.726 0.192
C 2.066 -2.831 -0.749
C 1.374 -4.108 -0.402
C 0.564 -4.223 0.683
C 0.266 -3.120 1.506
C 0.162 -0.652 3.748
C -0.923 -1.347 4.279
C -0.965 -1.637 5.633
C 0.074 -1.233 6.463
C 1.153 -0.536 5.939
C 1.195 -0.242 4.584
H -4.487 0.679 4.854
H -6.040 -1.107 5.569
H -5.429 -3.240 2.121
H -3.869 -1.523 1.234
H -0.678 -0.816 -3.312
H -0.342 -2.872 -4.296
H -1.102 -4.943 -3.142
H -2.488 -4.534 -1.179
H -2.331 -2.376 0.080
H -1.425 2.997 -0.880
H -3.240 4.311 -1.889
H -5.238 3.175 -2.815
H -5.401 0.708 -2.723
H -3.580 -0.611 -1.724
H 2.175 -0.756 -0.004
H 3.150 -3.016 -0.694
H 1.562 -4.963 -1.038
H 0.111 -5.182 0.904
H -0.420 -3.225 2.335
H -1.743 -1.642 3.635
H -1.814 -2.170 6.041
H 0.037 -1.454 7.522
H 1.958 -0.213 6.587
H 2.028 0.318 4.173
Br 6.130 -3.706 -5.223
C 5.120 -2.527 -4.148
C 5.612 -1.262 -3.866
N 4.939 -0.394 -3.118
C 3.760 -0.771 -2.634
C 3.189 -2.013 -2.877
C 3.890 -2.920 -3.653
C 1.848 -2.345 -2.264
O 1.191 -3.320 -3.030
O 1.070 -1.175 -2.357
H 6.571 -0.942 -4.255
H 3.227 -0.045 -2.030
H 3.476 -3.894 -3.877
C 1.645 2.307 -3.716
C 2.223 2.518 -2.346
C 3.691 2.814 -2.252
O 1.515 2.457 -1.358
H 1.733 3.231 -4.292
H 0.600 2.016 -3.641
H 2.217 1.541 -4.243
H 3.953 3.614 -2.947
H 4.265 1.933 -2.556
H 3.959 3.096 -1.237

Values from the calculation:
**Expectation value of S²**: 6.05
**Energy relative to the best compared isomer or geometry (same formula, charge and spin)**: 410.3 kJ/mol
**Multiplicity**: 5